{"formula": "C59H59GeIrN3O3S4", "method": "ωB97M-V/def2-TZVPD", "species": ["Ir", "C", "C", "C", "C", "N", "C", "C", "C", "C", "C", "C", "N", "H", "H", "H", "H", "H", "H", "H", "H", "C", "C", "C", "C", "C", "C", "C", "S", "O", "C", "C", "C", "C", "C", "C", "C", "C", "C", "C", "C", "C", "C", "C", "C", "C", "C", "C", "C", "C", "S", "O", "C", "C", "C", "C", "C", "C", "C", "H", "H", "H", "H", "H", "H", "H", "H", "H", "H", "H", "H", "H", "H", "H", "H", "H", "H", "H", "H", "H", "H", "H", "H", "H", "H", "C", "Ge", "C", "C", "C", "H", "H", "H", "H", "H", "H", "H", "H", "H", "H", "C", "C", "S", "O", "C", "C", "H", "H", "H", "H", "H", "H", "H", "H", "H", "H", "S", "C", "N", "C", "C", "C", "C", "C", "C", "H", "H", "H", "H", "H"], "xyz": [[-0.548, 0.934, 1.755], [3.193, 1.785, 4.012], [3.068, 0.987, 5.157], [1.954, 0.205, 5.316], [0.922, 0.236, 4.358], [1.082, 1.008, 3.247], [2.177, 1.740, 3.083], [-0.315, -0.479, 4.501], [-0.609, -1.330, 5.582], [-1.830, -1.948, 5.661], [-2.774, -1.748, 4.639], [-2.431, -0.922, 3.599], [-1.261, -0.290, 3.529], [4.056, 2.408, 3.853], [3.847, 0.989, 5.902], [1.865, -0.431, 6.180], [2.228, 2.326, 2.173], [0.122, -1.484, 6.358], [-2.069, -2.575, 6.505], [-3.738, -2.225, 4.672], [-3.113, -0.754, 2.773], [7.233, -3.793, -0.010], [5.966, -3.008, 0.042], [5.925, -1.714, -0.466], [4.758, -0.978, -0.448], [3.609, -1.547, 0.078], [3.623, -2.826, 0.605], [4.803, -3.549, 0.581], [2.114, -0.560, -0.007], [-0.191, -1.481, 1.661], [1.488, -1.199, -1.562], [0.970, -2.500, -1.654], [0.385, -2.919, -2.818], [0.284, -2.059, -3.935], [-0.378, -2.438, -5.121], [-0.420, -1.593, -6.198], [0.191, -0.332, -6.137], [0.832, 0.069, -4.998], [0.895, -0.778, -3.871], [1.515, -0.368, -2.663], [2.253, 0.909, -2.618], [3.517, 1.020, -3.252], [4.136, -0.064, -3.911], [5.359, 0.092, -4.505], [6.017, 1.329, -4.468], [5.446, 2.394, -3.824], [4.194, 2.267, -3.188], [3.606, 3.344, -2.489], [2.399, 3.208, -1.857], [1.729, 1.984, -1.938], [0.187, 1.631, -1.063], [0.261, 2.452, 0.191], [-0.972, 2.540, -2.093], [-1.599, 1.867, -3.127], [-2.667, 2.468, -3.774], [-3.131, 3.720, -3.381], [-4.361, 4.300, -3.998], [-2.447, 4.400, -2.375], [-1.365, 3.820, -1.739], [8.096, -3.140, 0.088], [7.309, -4.307, -0.968], [7.262, -4.544, 0.773], [6.815, -1.271, -0.885], [4.725, 0.027, -0.840], [2.730, -3.248, 1.042], [4.823, -4.547, 0.990], [1.056, -3.165, -0.805], [-0.013, -3.921, -2.893], [-0.856, -3.406, -5.162], [-0.926, -1.891, -7.102], [0.158, 0.319, -6.997], [1.294, 1.042, -4.945], [3.629, -1.016, -3.953], [5.821, -0.739, -5.015], [6.971, 1.437, -4.960], [5.949, 3.347, -3.789], [4.144, 4.279, -2.455], [1.958, 4.022, -1.302], [-1.269, 0.877, -3.412], [-3.166, 1.948, -4.581], [-4.763, 3.634, -4.757], [-4.150, 5.266, -4.454], [-5.126, 4.456, -3.238], [-2.768, 5.388, -2.082], [-0.836, 4.342, -0.955], [0.448, -5.483, 1.283], [-1.119, -4.241, 1.303], [-2.382, -4.521, -0.203], [-2.070, -4.505, 3.019], [-0.746, -2.289, 0.916], [0.059, -6.486, 1.453], [1.143, -5.255, 2.088], [0.984, -5.489, 0.339], [-2.783, -5.528, -0.195], [-1.902, -4.351, -1.162], [-3.209, -3.820, -0.111], [-2.279, -5.566, 3.118], [-3.012, -3.969, 3.028], [-1.485, -4.194, 3.877], [-1.171, -1.975, -0.046], [-3.073, -1.436, -2.432], [-3.836, -0.311, -1.760], [-3.358, -0.222, 0.015], [-1.984, 0.399, -0.037], [-4.434, 1.192, 0.496], [-5.871, 0.779, 0.739], [-3.211, -1.395, -3.510], [-3.423, -2.405, -2.086], [-2.005, -1.355, -2.223], [-4.911, -0.470, -1.815], [-3.571, 0.651, -2.192], [-4.344, 1.950, -0.282], [-3.978, 1.568, 1.413], [-6.352, 0.442, -0.176], [-6.429, 1.632, 1.117], [-5.929, -0.017, 1.477], [-2.781, 5.145, 2.321], [-2.149, 3.656, 1.744], [-1.878, 2.752, 2.633], [-2.172, 3.198, 3.903], [-2.041, 2.492, 5.096], [-2.393, 3.105, 6.277], [-2.890, 4.408, 6.298], [-3.053, 5.121, 5.129], [-2.687, 4.511, 3.938], [-1.996, 3.510, 0.692], [-1.673, 1.485, 5.073], [-2.293, 2.566, 7.203], [-3.157, 4.864, 7.237], [-3.457, 6.120, 5.136]], "forces_ev_per_a": [[-0.1, -0.5, 2.4], [-0.2, 0.2, -0.6], [-0.4, -0.4, 0.2], [0.6, 0.2, 0.2], [-0.8, -0.6, 0.3], [-1.0, 0.1, -0.9], [0.8, 0.4, 0.3], [0.7, 0.5, -0.2], [-0.4, -0.3, 0.3], [0.6, 0.2, 0.2], [-0.3, 0.2, -0.4], [-0.2, -0.2, 0.4], [0.1, 0.7, -0.5], [0.1, 0.1, -0.1], [0.1, -0.1, 0.1], [0.0, 0.0, 0.1], [0.0, 0.0, -0.1], [0.1, 0.0, 0.1], [0.0, -0.1, 0.1], [-0.1, 0.0, 0.0], [-0.1, 0.0, 0.0], [0.1, -0.1, -0.1], [-0.1, 0.1, 0.0], [0.0, 0.1, 0.0], [0.0, -0.2, 0.0], [-0.2, 0.6, -0.1], [-0.1, 0.0, 0.0], [0.1, 0.0, -0.1], [0.4, -0.4, -0.3], [-0.5, -1.2, -1.4], [0.3, 0.5, 0.0], [-0.2, 0.0, -0.2], [0.0, 0.0, 0.1], [0.2, 0.2, 0.1], [-0.1, 0.1, -0.2], [-0.1, -0.3, 0.1], [0.2, 0.2, 0.2], [-0.1, -0.1, -0.2], [-0.2, -0.1, -0.1], [-0.1, -0.8, 0.1], [0.7, -1.1, -0.4], [0.1, 0.3, -0.1], [-0.9, 0.1, 0.4], [0.9, 0.5, -0.3], [0.1, -1.0, -0.4], [-0.6, 0.6, 0.6], [0.1, -0.4, -0.3], [0.6, 0.0, -0.3], [-1.0, -0.5, 0.4], [-0.3, 1.5, 0.7], [-0.2, 0.8, -0.8], [0.3, 0.3, 0.1], [0.1, -0.4, -0.2], [0.1, 0.0, 0.0], [0.1, 0.1, 0.0], [0.0, -0.2, 0.0], [0.0, 0.1, 0.0], [0.1, -0.1, -0.1], [0.2, 0.1, 0.2], [0.1, 0.0, 0.0], [0.1, -0.1, -0.1], [0.1, -0.1, 0.1], [0.2, 0.0, 0.0], [0.1, 0.1, 0.0], [-0.1, 0.0, 0.1], [0.0, -0.1, 0.1], [0.0, 0.0, 0.1], [0.0, -0.1, 0.0], [0.0, -0.1, 0.0], [-0.1, -0.1, -0.1], [0.0, 0.1, -0.1], [0.0, 0.2, -0.1], [0.0, -0.1, 0.0], [0.0, -0.1, 0.0], [0.1, 0.0, 0.0], [0.1, 0.1, 0.0], [0.0, 0.2, 0.0], [0.0, 0.1, 0.1], [-0.1, -0.1, 0.0], [0.0, -0.1, 0.0], [-0.1, 0.0, -0.1], [0.0, 0.1, -0.1], [0.0, 0.0, 0.0], [-0.1, 0.1, 0.0], [0.0, 0.0, 0.1], [-0.5, 0.5, -0.1], [-0.2, -0.5, 0.2], [0.4, -0.1, 0.4], [0.3, 0.0, -0.6], [0.6, 0.0, 1.4], [-0.1, 0.0, 0.0], [0.0, 0.1, 0.1], [0.0, 0.0, -0.1], [-0.1, -0.2, 0.0], [0.1, 0.0, -0.2], [-0.1, 0.1, 0.1], [0.0, -0.2, 0.0], [-0.1, 0.1, 0.0], [0.2, 0.1, 0.0], [-0.1, 0.5, -0.2], [0.0, 0.0, 0.1], [0.2, -0.2, 0.5], [-1.3, 0.9, -0.5], [0.6, 0.2, -0.1], [0.1, -0.5, 0.0], [0.0, -0.1, -0.1], [0.0, 0.0, -0.1], [0.0, -0.1, 0.0], [0.1, 0.0, 0.0], [-0.1, 0.0, 0.1], [-0.1, 0.1, 0.2], [0.2, 0.0, -0.1], [0.1, -0.1, 0.0], [-0.1, 0.0, -0.1], [-0.1, 0.0, 0.0], [-0.1, -0.1, 0.1], [0.1, -0.3, 0.2], [-0.1, 0.3, 0.2], [0.2, -0.3, -1.1], [-0.4, 0.7, 0.6], [0.1, 0.0, -0.1], [0.0, -0.1, -0.1], [-0.1, 0.1, -0.1], [0.0, 0.1, 0.1], [0.1, -0.3, -0.3], [0.1, -0.1, -0.2], [0.1, -0.2, 0.1], [0.0, -0.1, 0.1], [-0.1, 0.1, 0.1], [0.0, 0.1, 0.0]], "lowdin_charge": [1.255, -0.078, -0.067, -0.015, -0.236, -0.056, -0.170, -0.265, -0.016, -0.075, -0.103, -0.175, -0.082, 0.096, 0.109, 0.102, 0.095, 0.103, 0.110, 0.101, 0.081, -0.037, -0.260, -0.029, -0.094, -0.466, -0.071, -0.015, 1.077, -0.187, -0.401, -0.063, 0.006, -0.157, -0.012, -0.049, -0.046, -0.027, -0.131, -0.205, -0.134, -0.103, 0.052, 0.000, -0.003, 0.041, -0.133, 0.068, 0.017, -0.246, 0.990, -0.574, -0.340, -0.079, -0.029, -0.252, -0.030, -0.009, -0.072, 0.085, 0.093, 0.085, 0.117, 0.098, 0.101, 0.121, 0.092, 0.124, 0.123, 0.115, 0.116, 0.121, 0.139, 0.127, 0.127, 0.133, 0.139, 0.132, 0.103, 0.125, 0.082, 0.094, 0.092, 0.128, 0.110, -0.203, 0.901, -0.207, -0.193, -0.318, 0.024, 0.019, 0.005, 0.026, -0.001, 0.011, 0.027, 0.009, 0.017, 0.031, -0.123, -0.336, 0.971, -0.694, -0.366, -0.115, 0.087, 0.068, 0.052, 0.097, 0.062, 0.094, 0.069, 0.071, 0.089, 0.080, 1.102, -0.482, -0.046, -0.294, 0.008, -0.051, -0.062, -0.077, -0.450, 0.038, 0.090, 0.113, 0.113, 0.114], "s2": 8.797, "orbital_gap_ha": [0.10030, 0.09992], "lumo_ev": [-5.60, -9.04], "homo_ev": [-8.329, -11.756], "spin_multiplicity": 6, "e_tot_ev": -175431.9059, "total_charge": 2}